1.
Formula: C4H8FNO3
Source: the Open Molecules 2025 dataset
Level of theory: ωB97M-V/def2-TZVPD

The geometry in XYZ format:
```
17
Properties=species:S:1:pos:R:3:forces:R:3:mulliken_charge:R:1
C 0.609508 1.700239 1.030276 -0.7667 0.4204 0.5858 -0.846
C -0.740047 -0.724824 -1.980460 -1.3618 -3.0724 -0.2447 -0.567
C 1.069782 -0.892866 -0.540747 -1.7345 0.4348 2.7118 -0.638
C 0.233406 0.258431 1.391310 2.0004 0.1810 -3.6744 0.364
N -1.112543 -0.128216 1.111284 4.4977 -0.4580 2.2208 0.970
O -1.717571 0.731482 0.562684 -3.4285 0.8964 -1.8184 -0.644
O -1.378641 -1.275282 1.388855 -1.8718 -1.2047 0.0405 -0.622
O 0.574605 -0.402122 -1.630725 1.2534 0.5523 -1.3345 -0.292
F 0.939396 -0.411248 2.307576 -0.5404 0.0642 0.3992 -0.297
H 1.221074 2.120148 1.877740 -0.4806 -0.2682 -0.9621 0.331
H -0.407766 2.292639 0.930289 2.5270 -0.9648 0.0818 0.294
H 1.216449 1.704097 0.055305 -1.0287 0.3427 1.4294 0.188
H -1.124922 -1.275714 -1.123988 -0.6135 0.0786 -0.0923 0.297
H -0.943361 -1.441803 -2.878593 1.2347 1.4400 1.1980 0.238
H -1.267603 0.172074 -2.098632 -0.7765 1.1431 -0.3035 0.288
H 0.800917 -1.847085 -0.111534 -0.6300 -0.2881 -0.2769 0.421
H 2.027314 -0.579951 -0.290640 1.7197 0.7026 0.0396 0.515
```
Positions in Å, forces in eV/Å.

Values from the calculation:
E: -14620.8628 eV
Lowest unoccupied orbital energy (alpha / beta): -0.0128 / -0.0132 Eh
Multiplicity: 1
Relative energy (zero: lowest compared OMol25 entry of this formula, charge and spin): 477.55 kJ/mol
HOMO-LUMO gap (alpha / beta): 7.70 / 7.69 eV
E_HOMO (alpha / beta): -8.052 / -8.047 eV

=====

2.
Formula: C4H8I2
Source: the Open Molecules 2025 dataset
Level of theory: ωB97M-V/def2-TZVPD

The geometry in XYZ format:
```
14
Properties=species:S:1:pos:R:3:forces:R:3:mulliken_charge:R:1
C 0.372739 -0.081167 1.636700 0.3335 1.2574 -0.3110 -1.416
C -0.442777 -0.492199 -1.581042 -0.0146 0.8343 0.4379 -1.114
C 0.596405 0.865479 0.533184 -1.8150 0.0738 -3.0448 -0.402
C -0.487566 0.809039 -0.771963 3.1352 1.6138 0.2394 -0.351
I 2.649301 0.904683 -0.178686 -0.6086 -0.0408 0.0306 0.047
I -2.470581 1.294248 -0.089837 0.3203 -0.1786 -0.0330 0.056
H 1.169746 0.119198 2.288694 0.8812 0.1053 1.4831 0.461
H 0.428093 -1.071865 1.394955 -0.2373 -2.7095 -0.6872 0.422
H -0.543128 0.243591 2.057847 -1.0671 -0.3052 0.7837 0.340
H -0.677080 -1.190071 -0.798989 -0.2648 -1.2161 -0.2833 0.360
H -1.203891 -0.447365 -2.371332 0.1842 -0.3011 0.3329 0.365
H 0.544516 -0.726576 -2.035856 -0.5327 0.4085 0.4814 0.306
H 0.412279 1.781339 1.032625 0.2647 1.4855 -0.3119 0.494
H -0.176954 1.693276 -1.418201 -0.5789 -1.0271 0.8822 0.432
```
Positions in Å, forces in eV/Å.

Values from the calculation:
E: -20478.3946 eV
Lowest unoccupied orbital energy: 0.0094 Eh
Multiplicity: 1
Relative energy (zero: lowest compared OMol25 entry of this formula, charge and spin): 70.73 kJ/mol
HOMO-LUMO gap: 9.76 eV
E_HOMO: -9.504 eV
SMILES: C[C@@H](I)[C@@H](C)I

=====

3.
Formula: C4H8IN2
Source: the Open Molecules 2025 dataset
Level of theory: ωB97M-V/def2-TZVPD

The geometry in XYZ format:
```
15
Properties=species:S:1:pos:R:3:forces:R:3:mulliken_charge:R:1
C 0.204025 -1.443548 -1.550180 -0.3776 -0.2546 -0.3037 -0.161
C 1.337577 -1.975747 -0.810362 0.0959 0.6430 1.7442 -0.253
C -0.081496 0.462557 -0.224837 -0.1784 0.5944 -0.0115 0.408
C -1.350699 0.801367 0.548723 0.1633 0.0601 -0.1617 -1.349
N -0.412268 -0.378366 -1.341308 -0.5954 0.1960 -0.4293 -0.387
N 0.945227 -0.122210 0.613052 0.4789 -1.5841 -0.8880 -0.470
I 1.271724 -3.757751 0.195342 -0.0075 0.5105 -0.3904 0.421
H -0.155800 -2.057100 -2.376234 0.1753 -0.2178 -0.0956 0.428
H 2.334303 -1.620121 -1.048310 0.0586 -0.0643 -0.0166 0.400
H 0.298198 1.373540 -0.708208 0.0881 -0.0796 0.2547 0.289
H -1.663970 -0.031854 1.173685 -0.0411 -0.1429 0.0366 0.402
H -2.145347 1.019996 -0.158794 -0.0432 0.0175 0.0097 0.353
H -1.186961 1.675161 1.171962 0.0159 0.0325 0.1188 0.366
H 0.619893 -0.449975 1.516336 0.1600 0.1032 -0.0048 0.266
H 1.842050 0.337098 0.651335 0.0071 0.1861 0.1378 0.288
```
Positions in Å, forces in eV/Å.

Values from the calculation:
Total charge: +1
E: -15349.3629 eV
Lowest unoccupied orbital energy: -0.2295 Eh
Multiplicity: 1
Relative energy (zero: lowest compared OMol25 entry of this formula, charge and spin): 264.71 kJ/mol
HOMO-LUMO gap: 8.15 eV
E_HOMO: -14.391 eV

=====

4.
Formula: C4H8IN2O
Source: the Open Molecules 2025 dataset
Level of theory: ωB97M-V/def2-TZVPD

The geometry in XYZ format:
```
16
Properties=species:S:1:pos:R:3:forces:R:3:mulliken_charge:R:1
C 1.541205 -1.144987 0.154750 0.2047 0.6391 -0.7135 0.596
C -0.001366 -1.137996 0.020287 1.6891 -0.3538 2.2251 -0.478
C 0.063212 1.156304 -0.725503 1.0256 -0.5980 3.4484 -0.658
C -1.954275 0.505859 0.532704 1.8641 2.3079 0.6285 -0.727
N 2.039958 -0.354002 -0.809586 -1.8383 1.0655 -1.3999 -0.486
N -0.398507 0.225075 0.360703 -1.2283 1.6653 0.0921 -0.176
O 2.224855 -1.813006 0.867114 -0.0588 -1.1086 1.1560 -0.495
I 3.792667 0.290396 -1.163972 1.2676 0.3794 0.1819 0.387
H -0.169767 -1.305387 -0.993446 -0.9784 -0.7318 -1.4884 0.390
H -0.338666 -1.841309 0.762272 -0.7524 -0.3572 -0.1463 0.375
H 0.159513 2.142672 -0.277703 0.2517 0.0288 -0.8400 0.417
H -0.286111 0.891042 -1.664283 -0.5239 -0.1558 -1.6287 0.432
H -2.315737 0.155350 -0.396886 -1.0434 -0.4398 -0.5502 0.371
H -2.370773 0.135897 1.457639 0.1332 -0.9023 -0.0571 0.336
H -2.084985 1.645395 0.637563 0.4183 -1.6842 -0.5333 0.331
H 0.098777 0.448698 1.238345 -0.4307 0.2457 -0.3748 0.382
```
Positions in Å, forces in eV/Å.

Values from the calculation:
Total charge: +1
E: -17394.1367 eV
Lowest unoccupied orbital energy (alpha / beta): -0.1899 / -0.2269 Eh
Multiplicity: 1
Relative energy (zero: lowest compared OMol25 entry of this formula, charge and spin): 434.10 kJ/mol
HOMO-LUMO gap (alpha / beta): 7.87 / 6.65 eV
E_HOMO (alpha / beta): -13.037 / -12.829 eV

=====

5.
Formula: C4H8IN2O
Source: the Open Molecules 2025 dataset
Level of theory: ωB97M-V/def2-TZVPD

The geometry in XYZ format:
```
16
Properties=species:S:1:pos:R:3:forces:R:3:mulliken_charge:R:1
C -0.464863 -0.457846 -1.780021 0.9390 4.0741 -0.8648 0.547
C -0.633831 -1.556702 0.315657 -1.3225 1.5111 -0.7267 -0.315
C -0.030702 0.872619 0.302512 -1.3046 -1.3705 -1.2861 -0.461
C 1.102029 1.843737 0.238554 -0.4345 2.5838 0.6460 -1.120
N -0.495909 -1.649754 -1.203480 0.5132 1.2336 1.7103 -0.168
N 0.296258 -0.446461 0.922760 0.0053 -1.1664 -2.9173 -0.195
O -0.443920 0.233554 -2.751502 -0.3456 -2.7723 2.4151 -0.331
I -1.869560 1.653682 1.194193 1.0215 -0.3801 -0.5336 0.161
H -1.724035 -1.166952 0.451456 2.0596 -0.9250 0.5716 0.294
H -0.337630 -2.444501 0.864394 -0.4436 -0.4564 -0.5118 0.414
H 2.175416 1.533011 0.057436 -1.4720 0.0138 -0.1214 0.386
H 1.073902 2.549981 1.117579 0.4746 -1.1638 0.0163 0.385
H 0.731180 2.663111 -0.435684 0.8010 -1.0787 -0.4314 0.353
H -0.832615 -2.446970 -1.740322 0.0964 -0.1005 0.3183 0.301
H 0.175717 -0.616659 1.923842 0.5909 0.5090 0.3743 0.372
H 1.278564 -0.563850 0.522624 -1.1787 -0.5116 1.3412 0.377
```
Positions in Å, forces in eV/Å.

Values from the calculation:
Total charge: +1
E: -17395.4789 eV
Lowest unoccupied orbital energy (alpha / beta): -0.1529 / -0.1528 Eh
Multiplicity: 1
Relative energy (zero: lowest compared OMol25 entry of this formula, charge and spin): 304.60 kJ/mol
HOMO-LUMO gap (alpha / beta): 8.08 / 8.08 eV
E_HOMO (alpha / beta): -12.235 / -12.236 eV

=====

6.
Formula: C4H8INO2
Source: the Open Molecules 2025 dataset
Level of theory: ωB97M-V/def2-TZVPD

The geometry in XYZ format:
```
16
Properties=species:S:1:pos:R:3:forces:R:3:mulliken_charge:R:1
C -0.062877 2.014527 -1.258032 -1.6405 -3.0693 3.4205 0.528
C -1.999572 -0.132471 0.986141 -1.4593 -0.9640 -1.1034 -1.246
C 0.177393 -1.098305 0.302571 2.2439 -1.9166 0.8327 -0.894
C -0.518275 0.111145 0.749519 0.1650 2.8564 -1.7176 0.405
N -0.202592 1.249075 -0.327275 -0.3525 -0.2513 0.1913 -0.251
O -0.090017 2.766850 -2.140709 0.6761 0.9762 -1.1151 -0.493
O 2.503149 -0.357420 -1.584688 -1.5007 -0.8335 -0.4636 -0.655
I 0.373296 0.817537 2.620498 -0.1566 0.0222 -0.3576 0.090
H -2.597220 0.729853 1.244033 0.2346 0.4593 0.0582 0.378
H -2.584909 -0.661370 0.131061 1.4895 1.0111 0.8950 0.322
H -2.118713 -0.843768 1.807946 0.3453 0.1208 0.0827 0.382
H -0.380103 -1.617868 -0.469259 -0.1346 -0.1555 -0.0078 0.366
H 1.184051 -0.915837 -0.087906 -0.6591 0.3137 -0.1175 0.103
H 0.451529 -1.769806 1.172976 -1.0663 0.4483 -0.8560 0.365
H 2.887254 -0.109795 -0.753989 1.0448 0.5677 -0.1237 0.299
H 2.977605 -0.182347 -2.392888 0.7704 0.4144 0.3819 0.300
```
Positions in Å, forces in eV/Å.

Values from the calculation:
E: -17962.3705 eV
Lowest unoccupied orbital energy: 0.0056 Eh
Multiplicity: 1
Relative energy (zero: lowest compared OMol25 entry of this formula, charge and spin): 161.02 kJ/mol
HOMO-LUMO gap: 9.73 eV
E_HOMO: -9.575 eV
SMILES: CC(C)(I)N=C=O.O

=====

7.
Formula: C4H8N
Source: the Open Molecules 2025 dataset
Level of theory: ωB97M-V/def2-TZVPD

The geometry in XYZ format:
```
13
Properties=species:S:1:pos:R:3:forces:R:3:mulliken_charge:R:1
C -0.257573 0.460136 -1.586568 -3.9254 2.0925 -1.5920 -1.152
C -0.048388 -0.255381 -0.356497 0.2782 -2.0082 3.9674 0.793
C -0.658959 -1.467379 -0.067180 1.3772 1.4786 -0.8609 -0.949
C 0.571743 0.588775 1.948307 -0.7789 -0.5326 5.9754 -0.549
N 0.717606 0.437995 0.695088 1.7437 1.1495 -9.4180 -0.161
H 0.317831 1.389981 -1.826998 -0.2487 -1.1400 0.2713 0.302
H -0.423355 -0.218121 -2.421233 0.8789 0.0102 -0.2774 0.310
H -1.448258 0.806657 -1.528149 2.9281 -0.1713 0.0498 0.216
H -0.429544 -1.876758 0.919847 -0.4052 -0.2526 -0.4890 0.220
H -1.144549 -2.058437 -0.890655 0.3840 0.7425 1.2407 0.260
H 1.362886 1.254000 2.339873 -0.8940 -0.7573 0.6384 0.251
H -0.017700 -0.200919 2.532816 1.1077 1.5236 -0.7015 0.200
H 1.458258 1.139450 0.241349 -2.4456 -2.1351 1.1958 0.260
```
Positions in Å, forces in eV/Å.

Values from the calculation:
E: -5764.0566 eV
Lowest unoccupied orbital energy (alpha / beta): 0.0350 / 0.0331 Eh
Multiplicity: 2
Relative energy (zero: lowest compared OMol25 entry of this formula, charge and spin): 162.71 kJ/mol
HOMO-LUMO gap (alpha / beta): 6.63 / 9.55 eV
E_HOMO (alpha / beta): -5.672 / -8.645 eV

=====

8.
Formula: C4H8N
Source: the Open Molecules 2025 dataset
Level of theory: ωB97M-V/def2-TZVPD

The geometry in XYZ format:
```
13
Properties=species:S:1:pos:R:3:forces:R:3:mulliken_charge:R:1
C 0.502800 -0.118102 -0.078805 -0.6011 0.5488 -0.5637 0.380
C 0.133123 -1.427529 -0.605432 -1.0305 0.4771 1.6037 -0.311
C 1.419733 -0.841708 -0.981509 0.4343 2.6113 -0.5954 -0.608
C -1.357511 1.103764 0.999855 0.0678 2.4642 -1.9663 -0.783
N -0.014297 0.945762 0.435896 1.5985 -0.9890 -1.1073 -0.152
H -0.715462 -1.219540 -1.247416 -0.2246 -1.1912 -0.1675 0.277
H 0.201676 -2.145039 0.211786 -0.6184 -0.6467 -0.6893 0.299
H 1.722498 -0.407030 -1.916638 -1.0130 0.3807 -0.7925 0.286
H 2.352950 -1.128008 -0.656127 1.6399 -1.4304 1.7035 0.307
H -1.498903 0.184253 1.432144 -1.7276 -2.4260 0.3188 0.359
H -1.274114 1.724599 1.876254 -0.0039 0.8141 -0.0369 0.354
H -2.058534 1.588673 0.170053 1.2190 -1.5206 2.0659 0.306
H 0.586042 1.739906 0.359940 0.2596 0.9076 0.2271 0.286
```
Positions in Å, forces in eV/Å.

Values from the calculation:
Total charge: +1
E: -5758.3324 eV
Lowest unoccupied orbital energy: -0.1689 Eh
Multiplicity: 1
Relative energy (zero: lowest compared OMol25 entry of this formula, charge and spin): 147.79 kJ/mol
HOMO-LUMO gap: 11.86 eV
E_HOMO: -16.457 eV
SMILES: C[NH+]=C1CC1

=====

Question: Which formula does entry 3 have?
Answer: C4H8IN2

=====

Question: Which of these has the lowest E?
Answer: C4H8I2